No. 1
Entry from the OMol25 dataset: C3H3Br2N as an isolated structure in a non-equilibrium geometry (ωB97M-V with the def2-TZVPD basis set).

Each line ends with the Löwdin charge.
Element x y z (Å)
C 0.640 -0.817 -1.079  0.159
C -1.463 1.294 1.179  -0.906
C 1.301 1.150 0.279  -0.493
N 0.930 0.067 -0.356  -0.137
Br -2.654 0.616 -0.210  0.367
Br -0.112 2.429 0.058  0.905
H 0.644 -1.523 -1.879  0.086
H -1.942 1.957 2.057  -0.020
H 1.846 1.173 1.172  0.039

Force components x, y, z for each atom (eV/Å):
0.2 1.0 1.8
0.1 0.2 1.7
-1.4 0.5 -1.6
0.7 -1.5 -1.6
-0.6 0.4 0.4
0.2 0.2 1.0
0.0 0.2 -0.1
0.4 -0.8 -2.6
0.4 -0.2 1.1

M   212.872 g mol⁻¹
Charge   0
Calculated total energy   -144727.0507 eV
Energy relative to the best compared isomer or geometry (same formula, charge and spin)   160.3 kcal per mole
HOMO level   -7.296 eV
E_LUMO   0.000 hartree
Largest force on an atom   2.766 eV Å⁻¹
Frontier orbital gap   7.30 eV



No. 2
Entry from the OMol25 dataset: C3H3Br2NS as an isolated structure in a non-equilibrium geometry (ωB97M-V with the def2-TZVPD basis set).

Each line ends with the Löwdin charge.
Element x y z (Å)
C 0.968 -0.112 1.146  -0.109
C -0.282 -0.028 -0.772  -0.442
C 2.367 -0.058 -0.190  -1.570
N -0.123 -0.074 0.604  -0.042
S 1.385 -0.249 -1.642  0.748
Br 3.152 1.723 0.052  0.554
Br 3.654 -1.440 0.158  0.592
H 1.240 -0.105 2.175  0.096
H -0.942 -0.818 -1.129  0.084
H -0.675 0.950 -1.056  0.088

Force components x, y, z for each atom (eV/Å):
2.9 0.1 -3.1
0.3 0.2 -1.2
-2.5 0.2 2.3
-1.0 -0.2 1.2
0.1 -0.1 0.3
0.0 -0.3 0.0
0.0 0.1 -0.1
0.2 0.0 0.6
0.0 0.1 0.0
-0.1 -0.1 0.0

M   244.939 g mol⁻¹
Charge   0
Calculated total energy   -155568.1454 eV
Energy relative to the best compared isomer or geometry (same formula, charge and spin)   9.5 kcal per mole
HOMO level   -9.217 eV
E_LUMO   0.013 hartree
Largest force on an atom   4.242 eV Å⁻¹
Frontier orbital gap   9.58 eV



No. 3
Entry from the OMol25 dataset: C3H3Br3O as an isolated structure in a non-equilibrium geometry (ωB97M-V with the def2-TZVPD basis set).

Each line ends with the Löwdin charge.
Element x y z (Å)
C 0.830 1.375 0.561  -0.705
C 0.069 0.248 0.006  -0.107
C -2.236 -0.719 2.692  -1.136
O 1.517 2.166 0.099  0.119
Br -3.591 0.091 1.623  0.499
Br -2.523 -0.656 4.494  0.597
Br -0.085 1.852 2.440  0.455
H -0.919 0.618 -0.399  0.111
H -0.140 -0.531 0.767  0.061
H 0.820 -0.205 -0.694  0.107

Force components x, y, z for each atom (eV/Å):
-3.0 0.5 1.7
0.5 -1.7 -0.2
0.3 -0.2 -1.1
1.7 0.8 -0.6
0.1 -0.1 0.6
-0.4 0.2 0.5
0.6 -0.1 -0.5
1.3 -0.4 0.1
0.0 0.7 -0.3
-1.3 0.3 -0.2

M   294.768 g mol⁻¹
Charge   0
Calculated total energy   -215331.0838 eV
Energy relative to the best compared isomer or geometry (same formula, charge and spin)   53.1 kcal per mole
HOMO level   -9.229 eV
E_LUMO   -0.047 hartree
Largest force on an atom   3.433 eV Å⁻¹
Frontier orbital gap   7.96 eV



No. 4
Entry from the OMol25 dataset: C3H3Br3O as an isolated structure in a non-equilibrium geometry (ωB97M-V with the def2-TZVPD basis set).

Each line ends with the Löwdin charge.
Element x y z (Å)
C 1.432 0.447 0.080  -0.183
C 0.102 0.313 -0.576  -0.471
C -1.181 -0.480 0.170  -1.522
O 1.194 -0.434 -0.986  -0.054
Br -2.154 -1.517 -1.271  0.570
Br -0.255 -1.776 1.286  0.673
Br -2.178 0.713 1.317  0.639
H 1.856 1.416 -0.041  0.102
H 1.455 0.044 1.148  0.080
H -0.272 1.274 -1.128  0.166

Force components x, y, z for each atom (eV/Å):
-2.2 -0.2 2.8
-2.5 1.6 1.0
2.9 0.0 -1.5
0.0 0.0 -0.8
0.4 1.1 1.2
-0.7 -0.6 0.2
0.0 -0.3 -0.8
0.9 0.3 -0.7
0.5 0.3 -1.8
0.7 -2.2 0.4

M   294.768 g mol⁻¹
Charge   0
Calculated total energy   -215331.8947 eV
Energy relative to the best compared isomer or geometry (same formula, charge and spin)   34.4 kcal per mole
HOMO level   -10.213 eV
E_LUMO   -0.013 hartree
Largest force on an atom   3.588 eV Å⁻¹
Frontier orbital gap   9.85 eV



No. 5
Entry from the OMol25 dataset: an isolated molecule of C3H3BrCl2 in a non-equilibrium geometry (ωB97M-V with the def2-TZVPD basis set).

Each line ends with the Löwdin charge.
Element x y z (Å)
C -0.183 -0.120 -0.502  -0.271
C -0.261 -0.759 0.823  -0.802
C -1.471 -0.644 -0.047  -1.210
Cl 0.374 -2.322 1.008  0.660
Cl -2.044 -2.130 -1.016  0.518
Br -2.827 0.626 0.405  0.712
H 0.093 0.968 -0.619  0.124
H 0.382 -0.695 -1.396  0.160
H -0.282 -0.303 1.828  0.108

Force components x, y, z for each atom (eV/Å):
3.1 1.1 -3.2
-0.8 -0.3 1.3
-1.1 -0.7 -1.4
1.0 -1.5 0.3
0.2 1.6 1.2
0.1 -0.4 0.0
-0.9 -1.2 0.5
-1.5 1.0 2.4
0.0 0.5 -1.1

M   189.867 g mol⁻¹
Charge   0
Calculated total energy   -98245.3921 eV
Energy relative to the best compared isomer or geometry (same formula, charge and spin)   12.8 kcal per mole
HOMO level   -10.224 eV
E_LUMO   0.019 hartree
Largest force on an atom   4.543 eV Å⁻¹
Frontier orbital gap   10.75 eV
SMILES string   Cl[C@H]1C[C@]1(Cl)Br



No. 6
Entry from the OMol25 dataset: C3H3BrN2O as an isolated structure in a non-equilibrium geometry (ωB97M-V with the def2-TZVPD basis set).

Each line ends with the Löwdin charge.
Element x y z (Å)
C -0.968 -0.262 1.543  -0.530
C 0.640 0.494 -0.483  -0.304
C 0.348 -0.728 -1.155  0.026
N -1.297 -1.329 1.805  0.128
N -0.712 0.823 0.889  -0.461
O 1.395 1.371 -0.504  0.126
Br -0.242 2.507 1.567  0.715
H 1.048 -0.737 -1.926  0.094
H 0.449 -1.528 -0.415  0.118
H -0.661 -0.612 -1.321  0.088

Force components x, y, z for each atom (eV/Å):
-0.1 0.6 0.2
-0.5 2.4 3.0
0.8 -0.3 2.3
-0.3 -1.8 0.9
2.2 1.5 -3.2
-0.1 -0.4 -0.4
-0.4 -0.7 0.5
0.7 -0.7 -1.7
0.1 -0.2 -0.2
-2.4 -0.4 -1.3

M   162.974 g mol⁻¹
Charge   0
Calculated total energy   -78226.5929 eV
Energy relative to the best compared isomer or geometry (same formula, charge and spin)   71.6 kcal per mole
HOMO level   -9.220 eV
E_LUMO   0.001 hartree
Largest force on an atom   4.142 eV Å⁻¹
Frontier orbital gap   9.24 eV



No. 7
Entry from the OMol25 dataset: a 2-piece molecular cluster, C3H3BrN2O overall in a non-equilibrium geometry (ωB97M-V with the def2-TZVPD basis set).

Each line ends with the Löwdin charge.
Element x y z (Å)
C 0.607 1.656 1.050  -0.444
C 0.170 -1.506 -0.487  -0.298
C -0.883 -1.691 -1.184  0.002
N 1.413 1.186 1.798  0.191
N -0.418 2.198 0.661  -0.479
O 1.050 -1.157 0.176  0.149
Br -0.736 2.855 -0.942  0.678
H -0.964 -2.222 -2.256  0.130
H 1.563 0.238 1.889  0.029
H -1.802 -1.558 -0.704  0.042

Force components x, y, z for each atom (eV/Å):
-1.4 0.2 0.3
0.8 0.8 0.4
-1.1 -2.4 -4.4
1.2 1.9 0.4
0.1 -0.5 1.3
0.8 -0.4 0.3
-0.2 0.8 -2.0
0.7 1.4 2.8
0.4 -2.2 0.1
-1.2 0.3 0.7

M   162.974 g mol⁻¹
Charge   0
Calculated total energy   -78226.3468 eV
Energy relative to the best compared isomer or geometry (same formula, charge and spin)   77.2 kcal per mole
HOMO level   -9.523 eV
E_LUMO   0.019 hartree
Largest force on an atom   5.065 eV Å⁻¹
Frontier orbital gap   10.04 eV
SMILES string   N=C=NBr.C=C=O



No. 8
Entry from the OMol25 dataset: C3H3BrO2 as an isolated structure in a non-equilibrium geometry (ωB97M-V with the def2-TZVPD basis set).

Each line ends with the Löwdin charge.
Element x y z (Å)
C -0.298 -0.016 -0.430  0.021
C 0.132 0.519 0.693  -0.356
C -0.094 2.348 2.540  -0.741
O -0.272 1.457 3.268  0.090
O 0.434 1.789 0.846  -0.110
Br -0.014 4.156 2.734  0.914
H -0.753 -0.973 -0.440  0.048
H -0.582 0.587 -1.158  0.006
H 0.179 -0.141 1.622  0.127

Force components x, y, z for each atom (eV/Å):
0.1 -1.6 2.5
-0.4 -2.1 2.3
1.3 -3.2 -2.5
-0.3 1.1 -0.2
-0.5 2.9 2.9
0.0 0.3 -0.3
0.3 -1.1 0.1
-0.8 2.7 -3.6
0.2 0.9 -1.1

M   150.959 g mol⁻¹
Charge   0
Calculated total energy   -77293.9574 eV
Energy relative to the best compared isomer or geometry (same formula, charge and spin)   53.2 kcal per mole
HOMO level   -8.686 eV
E_LUMO   -0.024 hartree
Largest force on an atom   4.590 eV Å⁻¹
Frontier orbital gap   8.04 eV